C18H12N5O6 | ωB97M-V/def2-TZVPD

Each line ends with the natural charge from an NBO analysis.
Element x y z (Å)
N -3.28746 0.18620 -1.96501  -0.349
C -2.25656 0.68662 -1.74274  0.321
C -0.99932 1.34432 -1.56820  -0.256
C 0.15695 0.58564 -1.24046  -0.067
C 1.38645 1.24253 -1.32430  0.018
N 2.67027 0.69918 -1.34606  0.413
O 3.11525 -0.42726 -1.18681  -0.348
O 3.53004 1.76993 -1.70444  -0.154
N 2.82896 2.94656 -1.84938  -0.101
C 1.53211 2.60911 -1.61685  0.113
C 0.33749 3.41378 -1.78127  -0.051
N 0.34583 4.84605 -1.94830  0.508
O 1.39995 5.50648 -1.87312  -0.372
O -0.76998 5.38545 -2.15718  -0.423
C -0.89834 2.74013 -1.78353  -0.041
H 0.16537 -0.50502 -1.18402  0.279
H -1.80866 3.31603 -1.95176  0.264
C -4.66922 -1.66447 -0.06554  -0.639
C -3.32468 -2.29755 0.10234  -0.069
O -2.38983 -1.23909 0.43770  -0.520
C -1.12540 -1.70658 0.47746  0.778
C -0.16500 -0.70289 0.98323  -0.492
C 1.12561 -1.12926 1.47962  0.076
C 1.56016 -2.47538 1.40106  -0.248
C 2.74622 -2.87950 2.00117  -0.211
C 3.58263 -1.93493 2.60923  -0.257
C 3.23000 -0.57810 2.58828  -0.215
C 2.01731 -0.17017 2.03323  -0.254
C -0.75148 0.46262 1.48878  0.308
N -1.19307 1.46868 1.90681  -0.438
O -0.84748 -2.83958 0.08263  -0.672
H -5.42873 -2.44995 -0.05675  0.195
H -4.87857 -0.95152 0.73674  0.213
H -4.72209 -1.13425 -1.02366  0.245
H -3.32528 -3.01810 0.93312  0.176
H -3.00590 -2.80214 -0.81960  0.197
H 0.93930 -3.18418 0.86400  0.253
H 3.01702 -3.93368 1.98005  0.201
H 4.51614 -2.25165 3.07676  0.198
H 3.90256 0.17500 3.00415  0.203
H 1.74145 0.89099 2.00259  0.216

Atomic forces in eV per Å
N 2.04 1.19 0.05
C -1.90 -0.67 -0.52
C 1.41 -0.37 0.49
C -1.00 -1.08 -0.97
C 1.82 -0.30 0.14
N -1.08 0.42 -0.19
O -0.36 1.34 -0.29
O -0.53 -0.82 0.56
N -1.96 -0.80 0.48
C 1.66 1.65 -0.73
C -0.73 -1.05 0.23
N -0.57 1.88 -0.28
O -1.49 -1.67 -0.08
O 1.78 -0.79 0.29
C 0.97 0.61 0.25
H -0.12 0.63 -0.44
H 0.37 -0.13 0.01
C -0.59 0.20 -0.34
C 0.09 0.25 0.10
O -0.14 -1.02 -0.04
C 1.03 0.20 0.08
C -1.24 -1.16 -0.02
C 1.15 0.15 0.05
C 0.03 0.19 0.16
C 0.08 0.65 0.02
C -0.01 0.03 -0.04
C -0.21 -0.15 -0.14
C -0.08 -0.47 -0.07
C -0.66 2.21 1.09
N 0.69 -1.60 -0.80
O -0.33 0.80 0.13
H -0.07 0.05 0.05
H 0.01 -0.13 -0.03
H -0.12 -0.18 0.46
H 0.13 0.09 -0.29
H -0.01 0.11 0.36
H 0.21 0.12 0.34
H 0.04 0.21 -0.01
H -0.21 0.11 -0.12
H -0.16 -0.25 -0.07
H 0.08 -0.43 0.17

Computed properties:
HOMO level   -4.25 eV
ΔE to the lowest compared entry with this formula, charge and spin   1.9 kcal/mol
Frontier orbital gap   4.8977 eV
Total charge   -1

=====

C18H13BaF3N5O5S | ωB97M-V/def2-TZVPD

Each line ends with the natural charge from an NBO analysis.
Element x y z (Å)
Ba 0.17113 0.31528 0.50726  1.780
C -5.51901 -0.90062 -1.61428  -0.192
C -4.57854 0.07236 -1.32207  -0.202
C -3.28172 -0.29079 -0.98009  -0.213
C -2.93603 -1.63400 -0.92377  0.139
C -3.88123 -2.61622 -1.21862  -0.236
C -5.16565 -2.24791 -1.56387  -0.201
N -1.59036 -1.93033 -0.54512  -0.209
N -1.31069 -3.13211 -0.47157  -0.167
C 0.03477 -3.43102 -0.08419  0.271
C 0.29205 -4.76288 0.18295  -0.228
C 1.57348 -5.11419 0.58097  -0.161
C 2.52963 -4.12348 0.69028  -0.233
C 2.17653 -2.81015 0.40013  0.071
N 0.94859 -2.46751 0.01129  -0.496
H -6.52824 -0.61480 -1.88117  0.214
H -4.84079 1.12119 -1.35384  0.232
H -2.57947 0.50901 -0.76593  0.246
H -3.59146 -3.65643 -1.17013  0.232
H -5.89919 -3.00982 -1.79364  0.211
H -0.50660 -5.48387 0.08171  0.229
H 1.81852 -6.14399 0.80574  0.218
H 3.53999 -4.34709 1.00190  0.230
H 2.89687 -2.00264 0.48360  0.248
O 0.02331 6.81841 -0.38175  -0.529
C -0.01611 5.61251 -0.33822  0.377
C -1.23044 4.76445 0.01602  0.362
O -2.32814 5.18257 0.32079  -0.561
C -0.77570 3.36046 -0.02628  0.267
C 0.55886 3.31615 -0.49861  0.210
O 1.21913 2.23559 -0.72052  -0.875
C 1.11494 4.65098 -0.59960  0.349
O 2.29665 4.92257 -0.81287  -0.641
O -1.44900 2.31942 0.29139  -0.849
F 0.75544 0.35301 4.35911  -0.408
C 1.39703 0.02908 3.17853  0.404
F 1.54469 -1.37461 3.30137  -0.441
F 2.71196 0.46457 3.43004  -0.430
N 3.66209 2.07090 1.09402  -0.801
C 3.98422 1.60632 -0.12202  0.350
N 4.05853 2.51299 -1.10497  -0.794
S 4.32851 -0.03516 -0.38541  -0.440
H 3.25046 2.98931 1.16019  0.399
H 3.47490 1.41475 1.83948  0.434
H 3.49772 3.36674 -1.03237  0.437
H 4.14839 2.12097 -2.02586  0.397

Atomic forces in eV per Å
Ba 0.52 -0.03 0.28
C 0.03 -0.03 0.01
C -0.02 -0.02 -0.01
C -0.08 0.18 -0.03
C -0.05 -0.03 -0.03
C 0.07 -0.12 0.02
C -0.02 0.06 -0.01
N 0.03 0.15 0.09
N -0.02 -0.07 -0.07
C 0.03 0.10 0.03
C -0.04 -0.05 -0.04
C 0.03 0.02 0.00
C 0.03 -0.03 0.01
C -0.16 0.04 -0.02
N -0.01 -0.08 0.07
H 0.00 -0.01 0.00
H 0.01 0.00 0.00
H 0.09 -0.08 0.06
H -0.01 0.01 0.00
H 0.00 0.00 0.00
H 0.01 -0.01 0.00
H -0.02 0.00 0.00
H 0.00 0.02 0.01
H 0.00 -0.01 0.00
O 0.03 0.02 -0.01
C -0.05 -0.03 -0.04
C 0.10 -0.07 0.22
O -0.04 0.02 -0.09
C -0.17 -0.06 -0.07
C 0.14 -0.05 -0.09
O -0.32 0.04 0.02
C -0.04 -0.09 0.11
O 0.04 0.05 -0.04
O 0.01 0.10 -0.16
F -0.01 0.01 0.02
C -0.07 -0.06 -0.20
F -0.02 0.00 -0.05
F -0.01 0.01 0.01
N -0.13 -0.03 0.00
C 0.03 0.07 0.00
N 0.07 -0.03 -0.04
S -0.08 0.04 -0.01
H 0.05 0.03 0.02
H 0.05 0.00 0.00
H 0.01 0.00 0.02
H -0.01 0.00 0.01

Computed properties:
HOMO level   -4.53 eV
ΔE to the lowest compared entry with this formula, charge and spin   4.4 kcal/mol
Frontier orbital gap   4.9804 eV
Total charge   -1

=====

C18H13BiF3N4OS | ωB97M-V/def2-TZVPD

Each line ends with the natural charge from an NBO analysis.
Element x y z (Å)
Bi -0.13611 -0.35143 -1.34365  1.639
O -3.46624 0.78074 1.04967  -0.582
C -2.67620 0.19757 0.33549  0.630
N -1.38124 0.57511 0.12455  -0.758
C -0.91477 1.77208 0.80838  -0.280
C -0.20150 2.69822 -0.13714  0.232
C -0.15112 4.07159 0.06023  -0.227
C 0.54924 4.84858 -0.84671  -0.121
C 1.18235 4.23838 -1.92357  -0.245
C 1.08258 2.86839 -2.05187  0.047
N 0.40463 2.12077 -1.17417  -0.532
C -3.07720 -1.05689 -0.39125  0.127
C -4.28700 -1.66431 -0.10324  -0.184
C -4.58643 -2.86673 -0.72383  -0.124
C -3.67012 -3.41611 -1.61070  -0.222
C -2.49472 -2.73472 -1.86376  0.054
N -2.21420 -1.57591 -1.26489  -0.514
H -0.22474 1.49391 1.61424  0.224
H -1.77002 2.26730 1.26567  0.264
H -0.66410 4.51452 0.90286  0.242
H 0.59293 5.92264 -0.72467  0.240
H 1.73422 4.81691 -2.65029  0.244
H 1.55047 2.33767 -2.87388  0.210
H -4.94594 -1.18256 0.60481  0.265
H -5.52145 -3.36954 -0.51740  0.242
H -3.86195 -4.36342 -2.09384  0.246
H -1.75709 -3.11609 -2.56012  0.216
F 1.69675 -3.49732 2.77345  -0.309
C 2.82108 -3.30489 2.06653  0.981
F 3.86156 -3.47655 2.89592  -0.312
F 2.88136 -4.26492 1.13098  -0.309
C 2.84297 -1.92599 1.45659  -0.205
C 3.89571 -1.06648 1.70281  -0.076
C 3.89655 0.21401 1.15423  -0.272
C 2.82413 0.58502 0.37730  0.073
N 1.80695 -0.24680 0.13254  -0.567
C 1.78804 -1.49419 0.63893  0.101
S 0.41583 -2.42139 0.16722  -0.149
H 4.72027 -1.39795 2.31847  0.253
H 4.70891 0.90034 1.33989  0.245
H 2.74563 1.57043 -0.06575  0.216

Atomic forces in eV per Å
Bi 0.32 -0.42 0.16
O 0.05 -0.12 -0.04
C 0.16 0.17 0.00
N -0.06 0.17 0.00
C -0.06 -0.12 0.02
C -0.02 0.09 0.03
C 0.06 -0.01 -0.05
C -0.03 -0.04 0.02
C 0.03 0.01 -0.01
C -0.02 0.03 0.03
N 0.00 0.09 -0.04
C -0.24 -0.17 0.10
C 0.05 0.06 -0.02
C 0.05 0.09 -0.02
C -0.05 -0.04 0.02
C -0.07 0.01 -0.09
N -0.14 -0.02 0.03
H -0.02 0.03 0.01
H 0.00 0.03 0.00
H 0.00 0.00 0.00
H 0.01 0.00 0.00
H 0.00 -0.02 -0.01
H 0.00 0.05 -0.01
H -0.02 -0.03 0.00
H 0.02 -0.02 0.01
H 0.02 0.03 -0.04
H 0.00 -0.02 0.03
F 0.10 -0.03 -0.01
C 0.03 -0.05 0.05
F -0.13 -0.04 -0.09
F 0.01 0.09 0.07
C 0.01 0.06 0.01
C -0.07 0.00 -0.08
C -0.02 -0.01 0.03
C 0.05 0.05 0.05
N -0.03 0.06 -0.06
C 0.28 0.21 0.02
S -0.30 -0.15 -0.16
H -0.02 0.01 0.03
H -0.01 0.01 -0.02
H 0.05 -0.02 0.00

Computed properties:
HOMO level   -11.71 eV
Frontier orbital gap   8.4661 eV
Total charge   +1

=====

C18H13BrClN3O6Pt | ωB97M-V/def2-TZVPD

Each line ends with the Löwdin charge.
Element x y z (Å)
Pt -0.28093 -1.01119 -0.59166  1.290
C -3.17657 -1.42853 2.03049  0.014
C -2.30632 -0.22376 2.02345  -0.334
N -1.39394 0.06731 1.11746  0.057
C -0.80343 1.24389 1.48915  -0.118
C -1.38999 1.69458 2.63760  -0.067
N -2.33556 0.75017 2.95307  0.185
C -1.23255 2.87196 3.53254  -0.494
O -0.32754 3.75407 3.19787  0.140
O -1.94527 2.95774 4.50784  0.096
C 0.38559 1.74367 0.72658  -0.571
O 0.82696 2.87042 1.00333  0.039
O 0.83990 0.95452 -0.14818  -0.088
H -2.63826 -2.25792 1.57534  0.071
H -4.10040 -1.25522 1.47615  0.086
H -3.43882 -1.71153 3.04891  0.088
H -2.91013 0.81495 3.78027  0.174
H 0.17306 3.46868 2.35925  0.081
Cl -1.70296 -2.34506 -5.48897  0.695
C -1.00860 -2.60138 -3.92040  -0.665
C -1.81218 -2.64326 -2.82557  -0.115
C -1.22063 -2.80240 -1.53752  -0.153
C 0.18953 -2.94462 -1.43920  -0.278
C 0.98149 -2.97452 -2.62727  -0.011
C 0.40066 -2.77779 -3.83976  -0.096
C 0.77137 -3.28936 -0.07169  -0.615
O 1.44951 -4.25271 0.15811  0.119
O 0.39992 -2.33402 0.75306  -0.144
H -2.88575 -2.56778 -2.93019  0.114
H -1.84949 -3.07178 -0.69856  0.112
H 2.04567 -3.14815 -2.53352  0.134
H 0.98564 -2.76560 -4.74901  0.112
Br 0.85882 1.49457 -5.54415  0.804
C -0.40761 1.18091 -4.19392  -0.663
C -1.71707 1.60892 -4.32400  -0.081
C -2.59945 1.34546 -3.28902  -0.025
C -2.15761 0.63997 -2.18807  -0.097
N -0.89682 0.20801 -2.09305  -0.112
C -0.02060 0.49517 -3.05884  -0.156
H -2.03478 2.13982 -5.21066  0.116
H -3.62677 1.67675 -3.33489  0.118
H -2.80115 0.40430 -1.35222  0.117
H 0.99655 0.16535 -2.90538  0.120

Atomic forces in eV per Å
Pt -0.45 0.12 -0.07
C 0.02 -0.02 0.03
C -0.04 0.07 -0.03
N 0.03 0.07 -0.06
C 0.11 -0.03 0.06
C -0.03 -0.02 -0.05
N 0.01 0.01 0.01
C -0.10 -0.15 0.04
O 0.27 -0.02 -0.23
O 0.01 0.03 -0.03
C -0.05 0.17 0.04
O -0.08 -0.07 0.18
O 0.12 -0.35 0.00
H 0.00 0.01 -0.01
H 0.01 0.00 -0.01
H -0.01 0.01 0.00
H -0.01 0.01 0.01
H -0.12 0.09 0.03
Cl 0.00 0.00 -0.01
C -0.01 0.03 0.02
C 0.02 0.03 -0.07
C 0.05 0.25 0.42
C 0.36 0.03 -0.08
C -0.03 0.02 -0.06
C 0.01 0.00 0.04
C 0.01 -0.03 -0.04
O -0.01 0.01 0.03
O 0.04 0.01 -0.01
H 0.00 0.00 0.00
H -0.04 -0.21 -0.09
H -0.01 -0.01 -0.01
H -0.01 -0.01 0.00
Br 0.00 0.01 -0.01
C -0.03 0.02 0.00
C 0.00 0.00 0.00
C -0.01 0.02 0.00
C 0.02 0.00 0.03
N -0.06 -0.02 -0.10
C 0.02 -0.02 0.05
H 0.00 0.00 0.01
H 0.01 0.00 -0.01
H -0.02 -0.03 -0.03
H 0.00 -0.02 -0.01

Computed properties:
HOMO level   -8.88 eV
ΔE to the lowest compared entry with this formula, charge and spin   15.2 kcal/mol
Frontier orbital gap   8.0353 eV